# 1
{
  "formula": "C5H12N2",
  "method": "ωB97M-V/def2-TZVPD",
  "symbols": ["C", "C", "C", "C", "N", "C", "N", "H", "H", "H", "H", "H", "H", "H", "H", "H", "H", "H", "H"],
  "coordinates": [[-1.951, 0.369, -1.325], [-1.310, 1.382, -0.737], [-0.831, 1.490, 0.699], [-0.114, 0.191, 1.117], [1.308, 0.175, 0.688], [1.785, -1.206, 0.534], [1.631, -1.623, -0.855], [-2.414, 0.519, -2.294], [-1.820, -0.673, -1.063], [-1.123, 2.294, -1.310], [-1.668, 1.731, 1.355], [-0.100, 2.294, 0.687], [-0.681, -0.669, 0.727], [-0.094, 0.026, 2.196], [1.289, 0.651, -0.206], [1.086, -1.770, 1.164], [2.799, -1.363, 0.890], [1.435, -2.606, -1.050], [0.771, -1.212, -1.218]],
  "mulliken_charge": [-0.83, -0.04, -0.74, -0.39, -0.52, -0.28, -0.67, 0.25, 0.25, 0.31, 0.33, 0.35, 0.26, 0.34, 0.27, 0.32, 0.30, 0.23, 0.25],
  "total_energy_ha": -307.1560,
  "homo_ev": -9.09,
  "spin_multiplicity": 1,
  "orbital_gap_ha": 0.373
}

# 2
{
  "formula": "C5H12N2",
  "method": "ωB97M-V/def2-TZVPD",
  "symbols": ["C", "C", "C", "C", "N", "C", "N", "H", "H", "H", "H", "H", "H", "H", "H", "H", "H", "H", "H"],
  "coordinates": [[0.187, -1.361, 2.306], [1.180, -0.573, 1.412], [0.762, -0.752, -0.144], [-0.191, 0.243, -0.744], [-1.737, 0.107, -0.621], [0.294, 1.266, -1.548], [-0.525, 2.274, -2.191], [0.403, -1.444, 3.397], [0.097, -2.369, 1.845], [-0.775, -0.982, 2.080], [2.121, -1.110, 1.474], [1.327, 0.535, 1.634], [1.391, -1.356, -0.995], [0.015, -1.601, 0.089], [-2.215, 0.560, -1.444], [-2.022, 0.694, 0.203], [1.326, 1.523, -1.398], [-1.519, 1.871, -2.290], [-0.117, 2.477, -3.064]],
  "mulliken_charge": [-1.25, -0.24, -0.54, 0.30, -0.66, -0.53, -0.53, 0.32, 0.37, 0.34, 0.26, 0.30, 0.30, 0.23, 0.24, 0.26, 0.36, 0.21, 0.24],
  "total_energy_ha": -307.1252,
  "homo_ev": -7.93,
  "spin_multiplicity": 1,
  "orbital_gap_ha": 0.326
}

# 3
{
  "formula": "C5H12N2",
  "method": "ωB97M-V/def2-TZVPD",
  "symbols": ["C", "C", "C", "C", "C", "N", "N", "H", "H", "H", "H", "H", "H", "H", "H", "H", "H", "H", "H"],
  "coordinates": [[1.640, 2.409, -0.871], [-0.508, 0.372, -0.803], [0.674, -1.568, 0.088], [-1.541, -0.753, -0.453], [-0.660, -0.290, 1.808], [1.090, 1.666, -0.135], [-0.437, -0.567, 0.377], [2.483, 3.170, -0.760], [1.307, 2.634, -1.989], [-0.970, 1.239, -0.619], [0.514, -2.284, 0.852], [0.749, -1.931, -0.934], [1.704, -1.372, 0.327], [-2.552, -0.638, -0.197], [0.155, 0.279, -1.560], [-1.650, -1.719, -1.188], [-0.847, -1.219, 2.149], [0.283, 0.148, 2.108], [-1.434, 0.423, 1.801]],
  "mulliken_charge": [-0.05, -0.69, -0.84, -0.39, -0.81, 0.05, 0.16, 0.39, 0.37, 0.49, 0.37, 0.41, 0.38, 0.33, 0.42, 0.28, 0.42, 0.35, 0.37],
  "total_energy_ha": -306.2738,
  "homo_ev": [-20.42, -20.42],
  "total_charge": 2,
  "spin_multiplicity": 1,
  "orbital_gap_ha": [0.271, 0.271]
}

# 4
{
  "formula": "C5H12N2O",
  "method": "ωB97M-V/def2-TZVPD",
  "symbols": ["C", "C", "C", "C", "N", "N", "O", "C", "H", "H", "H", "H", "H", "H", "H", "H", "H", "H", "H", "H"],
  "coordinates": [[1.427, 1.433, 0.344], [0.924, 0.488, -0.497], [0.290, -0.875, -0.115], [1.021, -1.576, 1.027], [0.322, -1.719, -1.296], [-1.067, -0.578, 0.304], [-1.279, 0.684, -0.735], [-1.822, 1.807, -0.051], [1.001, 1.578, 1.330], [2.181, 2.131, 0.004], [1.375, 0.493, -1.487], [0.558, -2.542, 1.255], [0.979, -0.977, 1.942], [2.074, -1.725, 0.770], [-0.218, -2.559, -1.113], [-0.179, -1.234, -2.037], [-1.725, -1.253, -0.084], [-1.033, 2.379, 0.444], [-2.533, 1.537, 0.733], [-2.295, 2.510, -0.739]],
  "mulliken_charge": [-1.11, -0.30, 1.42, -1.52, -0.82, -0.42, -0.29, -0.60, 0.32, 0.24, 0.34, 0.40, 0.34, 0.33, 0.28, 0.32, 0.29, 0.24, 0.28, 0.26],
  "total_energy_ha": -382.3252,
  "homo_ev": -8.91,
  "spin_multiplicity": 1,
  "orbital_gap_ha": 0.364
}

# 5
{
  "formula": "C5H12N2O",
  "method": "ωB97M-V/def2-TZVPD",
  "symbols": ["C", "N", "C", "C", "N", "C", "C", "O", "H", "H", "H", "H", "H", "H", "H", "H", "H", "H", "H", "H"],
  "coordinates": [[-2.987, 0.100, 1.516], [-1.657, 0.738, 1.763], [-0.571, 0.110, 0.915], [-0.158, 1.060, -0.368], [0.507, 0.357, -1.417], [1.479, -0.635, -1.137], [2.137, -0.688, 0.263], [1.802, -1.267, -2.105], [-3.488, 0.578, 0.616], [-3.689, 0.344, 2.403], [-2.926, -1.060, 1.456], [-1.732, 1.705, 1.579], [-0.559, -0.954, 0.631], [0.213, 0.286, 1.687], [0.487, 1.925, -0.056], [-0.981, 1.720, -0.623], [0.136, 0.336, -2.341], [2.829, -1.468, 0.327], [1.422, -0.940, 1.008], [2.523, 0.313, 0.599]],
  "mulliken_charge": [-0.74, -0.46, -0.53, -0.65, -0.14, 0.63, -1.12, -0.60, 0.25, 0.27, 0.26, 0.27, 0.48, 0.11, 0.25, 0.48, 0.24, 0.37, 0.33, 0.30],
  "total_energy_ha": -382.3978,
  "homo_ev": -8.71,
  "spin_multiplicity": 1,
  "orbital_gap_ha": 0.351
}

# 6
{
  "formula": "C5H12N2O",
  "method": "ωB97M-V/def2-TZVPD",
  "symbols": ["C", "C", "C", "C", "C", "N", "N", "O", "H", "H", "H", "H", "H", "H", "H", "H", "H", "H", "H", "H"],
  "coordinates": [[1.177, 0.075, -0.482], [-2.561, -0.217, 0.339], [-0.003, 0.842, 1.637], [-1.210, -0.257, -0.323], [-0.065, 0.269, 0.244], [2.361, 0.141, 0.226], [1.265, 0.586, -1.772], [-1.131, -0.971, -1.413], [0.003, -1.582, -1.260], [0.907, -1.645, -0.912], [2.383, -0.379, 1.088], [3.212, 0.086, -0.312], [1.985, 0.171, -2.348], [0.369, 0.558, -2.244], [-2.731, 0.707, 0.891], [-3.333, -0.320, -0.422], [-2.661, -1.052, 1.039], [-0.975, 1.212, 1.954], [0.308, 0.101, 2.384], [0.702, 1.673, 1.689]],
  "mulliken_charge": [0.09, -1.33, -1.79, 0.94, 0.52, -0.47, -0.47, -0.69, 0.07, 0.06, 0.24, 0.21, 0.23, 0.32, 0.36, 0.37, 0.27, 0.38, 0.31, 0.39],
  "total_energy_ha": -382.3809,
  "homo_ev": -8.11,
  "spin_multiplicity": 1,
  "orbital_gap_ha": 0.326
}

# 7
{
  "formula": "C5H12N2O",
  "method": "ωB97M-V/def2-TZVPD",
  "symbols": ["C", "O", "C", "C", "C", "C", "N", "N", "H", "H", "H", "H", "H", "H", "H", "H", "H", "H", "H", "H"],
  "coordinates": [[1.509, 0.480, 1.539], [2.401, 0.276, -1.200], [0.041, 0.098, 1.190], [0.020, -0.609, -0.178], [-1.477, -0.855, -0.738], [-1.519, 0.842, -1.741], [-2.049, -0.269, -2.064], [-0.494, -0.824, 2.038], [2.142, -0.374, 1.793], [1.889, 0.778, 0.559], [2.960, 0.130, -1.972], [-0.495, 1.051, 1.144], [0.441, -1.607, -0.061], [0.606, -0.107, -0.995], [-2.158, -0.633, 0.096], [-1.434, -1.915, -0.923], [-0.571, 1.199, -2.170], [-2.179, 1.547, -1.191], [1.660, 1.155, 2.379], [-1.292, -0.362, 2.497]],
  "mulliken_charge": [-1.24, -0.78, 0.67, -0.80, -0.50, -0.21, -0.51, -0.47, 0.38, 0.33, 0.17, 0.25, 0.47, 0.29, 0.32, 0.33, 0.31, 0.31, 0.34, 0.35],
  "total_energy_ha": -382.0449,
  "homo_ev": -7.93,
  "spin_multiplicity": 1,
  "orbital_gap_ha": 0.148
}

# 8
{
  "formula": "C5H12N2O",
  "method": "ωB97M-V/def2-TZVPD",
  "symbols": ["N", "C", "N", "C", "O", "H", "H", "H", "H", "H", "H", "C", "C", "C", "H", "H", "H", "H", "H", "H"],
  "coordinates": [[-1.560, 0.401, 0.096], [-1.040, -0.571, -0.811], [-1.323, -1.920, -0.437], [-1.324, -0.234, -2.247], [-1.489, -1.058, -3.112], [-0.866, 1.159, 0.213], [-1.677, 0.007, 1.021], [0.188, -0.402, -0.777], [-2.262, -2.016, -0.066], [-1.196, -2.552, -1.222], [-1.341, 0.851, -2.461], [1.747, 0.348, -0.253], [1.407, 1.156, 0.779], [1.322, 0.698, 2.198], [2.175, -0.625, -0.049], [2.055, 0.780, -1.197], [1.273, 2.219, 0.610], [1.372, -0.388, 2.266], [0.389, 1.027, 2.665], [2.147, 1.119, 2.785]],
  "mulliken_charge": [-0.73, 1.21, -0.66, -0.18, -0.51, 0.30, 0.28, -0.50, 0.22, 0.28, 0.33, -0.85, -0.12, -1.06, 0.31, 0.32, 0.42, 0.32, 0.26, 0.36],
  "total_energy_ha": -382.3922,
  "homo_ev": -8.50,
  "spin_multiplicity": 1,
  "orbital_gap_ha": 0.347
}

# 9
{
  "formula": "C5H12N2O",
  "method": "ωB97M-V/def2-TZVPD",
  "symbols": ["C", "C", "C", "C", "N", "N", "C", "O", "H", "H", "H", "H", "H", "H", "H", "H", "H", "H", "H", "H"],
  "coordinates": [[0.719, 0.284, 0.019], [1.682, 0.342, -1.146], [1.002, 1.365, 1.042], [-0.668, 0.031, -0.271], [-1.124, -0.236, -1.592], [-2.746, -0.810, 0.623], [-1.481, -0.337, 0.776], [0.921, -1.281, 0.934], [1.791, -1.528, 1.286], [-1.310, -1.225, -1.722], [-0.521, 0.059, -2.346], [-3.121, -1.390, 1.355], [-3.002, -1.072, -0.322], [-1.156, -0.206, 1.794], [1.466, 1.209, -1.779], [1.598, -0.553, -1.764], [2.704, 0.435, -0.774], [0.921, 2.345, 0.574], [0.316, 1.331, 1.886], [2.010, 1.237, 1.427]],
  "mulliken_charge": [1.71, -1.85, -1.31, 0.07, -0.78, -0.44, -0.43, -0.67, 0.23, 0.21, 0.26, 0.24, 0.24, 0.30, 0.39, 0.43, 0.41, 0.32, 0.30, 0.36],
  "total_energy_ha": -382.3970,
  "homo_ev": -7.20,
  "spin_multiplicity": 1,
  "orbital_gap_ha": 0.298
}

# 10
{
  "formula": "C5H12N2O",
  "method": "ωB97M-V/def2-TZVPD",
  "symbols": ["C", "C", "C", "N", "C", "O", "C", "N", "H", "H", "H", "H", "H", "H", "H", "H", "H", "H", "H", "H"],
  "coordinates": [[0.063, 0.757, -2.715], [0.063, -0.670, -2.111], [1.073, -0.883, -1.004], [1.133, 0.165, -0.001], [0.234, 0.539, 0.939], [0.481, 1.441, 1.721], [-1.122, -0.189, 0.979], [-1.403, -0.654, 2.299], [1.026, 1.242, -2.562], [-0.035, 0.688, -3.796], [-0.750, 1.370, -2.337], [0.295, -1.341, -2.922], [-0.989, -0.914, -1.915], [0.937, -1.830, -0.503], [2.031, -0.908, -1.525], [1.973, 0.723, -0.018], [-1.806, 0.574, 0.665], [-1.143, -0.978, 0.222], [-1.810, 0.011, 2.928], [-1.572, -1.610, 2.537]],
  "mulliken_charge": [-1.09, -0.26, -1.05, -0.09, 0.27, -0.66, -0.16, -0.49, 0.28, 0.37, 0.26, 0.44, 0.29, 0.35, 0.42, 0.26, 0.18, 0.32, 0.19, 0.16],
  "total_energy_ha": -382.4580,
  "homo_ev": -8.69,
  "spin_multiplicity": 1,
  "orbital_gap_ha": 0.351
}

# 11
{
  "formula": "C5H12N2O",
  "method": "ωB97M-V/def2-TZVPD",
  "symbols": ["H", "N", "C", "C", "C", "O", "N", "C", "C", "H", "H", "H", "H", "H", "H", "H", "H", "H", "H", "H"],
  "coordinates": [[-2.847, -2.015, 0.334], [-2.215, -1.459, -0.238], [-1.677, -0.492, 0.373], [-1.436, 0.989, -0.378], [-0.018, 1.176, 0.077], [0.742, 1.977, -0.788], [0.485, -0.276, 0.190], [1.608, -0.421, 1.109], [0.794, -0.878, -1.107], [-1.766, -0.304, 1.449], [-1.503, 0.868, -1.456], [-2.077, 1.760, 0.043], [0.004, 1.569, 1.105], [1.646, 2.025, -0.454], [1.794, -1.481, 1.285], [2.527, 0.029, 0.711], [1.364, 0.053, 2.059], [1.089, -1.912, -0.943], [1.579, -0.332, -1.638], [-0.094, -0.878, -1.733]],
  "mulliken_charge": [0.24, -0.69, 0.13, -0.96, 0.01, -0.56, 0.05, -1.01, -1.04, 0.38, 0.34, 0.36, 0.42, 0.33, 0.32, 0.32, 0.32, 0.37, 0.33, 0.34],
  "total_energy_ha": -382.3821,
  "homo_ev": -8.41,
  "spin_multiplicity": 1,
  "orbital_gap_ha": 0.335
}

# 12
{
  "formula": "C5H12N2O",
  "method": "ωB97M-V/def2-TZVPD",
  "symbols": ["C", "C", "C", "C", "O", "C", "N", "N", "H", "H", "H", "H", "H", "H", "H", "H", "H", "H", "H", "H"],
  "coordinates": [[-0.341, -1.917, -0.904], [-0.856, -0.699, -0.789], [-2.196, -0.440, -0.165], [-0.147, 0.539, -1.304], [0.943, 0.987, -0.541], [1.005, 1.022, 1.034], [0.857, -0.252, 1.604], [2.323, 1.495, 1.206], [-0.892, -2.797, -0.608], [0.607, -2.083, -1.392], [-2.905, -0.136, -0.937], [-2.593, -1.331, 0.317], [-2.135, 0.378, 0.554], [0.265, 0.336, -2.306], [-0.879, 1.354, -1.421], [0.249, 1.714, 1.431], [-0.089, -0.604, 1.573], [1.484, -0.930, 1.187], [2.893, 0.914, 0.577], [2.408, 2.451, 0.881]],
  "mulliken_charge": [-1.00, 0.78, -1.30, -0.72, -0.35, 0.02, -0.56, -0.72, 0.30, 0.32, 0.35, 0.37, 0.35, 0.34, 0.27, 0.35, 0.31, 0.27, 0.33, 0.30],
  "total_energy_ha": -382.4155,
  "homo_ev": -9.18,
  "spin_multiplicity": 1,
  "orbital_gap_ha": 0.370
}

# 13
{
  "formula": "C5H12N2O",
  "method": "ωB97M-V/def2-TZVPD",
  "symbols": ["C", "C", "C", "C", "N", "N", "C", "O", "H", "H", "H", "H", "H", "H", "H", "H", "H", "H", "H", "H"],
  "coordinates": [[0.432, 1.562, -0.124], [-0.194, 0.117, 0.037], [0.722, -0.747, 0.949], [1.054, -0.109, 2.290], [-0.123, 0.188, 3.167], [-0.257, -0.503, -1.269], [-0.941, -0.027, -2.388], [-0.877, -0.711, -3.385], [0.866, 1.988, 0.782], [1.153, 1.646, -0.928], [-0.444, 2.179, -0.331], [-1.225, 0.373, 0.344], [1.641, -1.039, 0.461], [0.202, -1.733, 1.061], [1.667, -0.826, 2.867], [1.538, 0.858, 2.211], [-0.951, 0.169, 2.591], [-0.191, -0.394, 3.984], [0.450, -1.207, -1.402], [-1.541, 0.889, -2.250]],
  "mulliken_charge": [-1.32, 0.28, -0.78, -0.68, -0.52, -0.16, 0.11, -0.56, 0.38, 0.31, 0.34, 0.20, 0.44, 0.36, 0.37, 0.25, 0.20, 0.23, 0.24, 0.31],
  "total_energy_ha": -382.4409,
  "homo_ev": -9.40,
  "spin_multiplicity": 1,
  "orbital_gap_ha": 0.378
}